# 1
{
  "formula": "C48H120N8O16",
  "method": "ωB97M-V/def2-TZVPD",
  "symbols": ["C", "O", "C", "C", "N", "C", "C", "O", "C", "H", "H", "H", "H", "H", "H", "H", "H", "H", "H", "H", "H", "H", "H", "H", "C", "O", "C", "C", "N", "C", "C", "O", "C", "H", "H", "H", "H", "H", "H", "H", "H", "H", "H", "H", "H", "H", "H", "H", "C", "O", "C", "C", "N", "C", "C", "O", "C", "H", "H", "H", "H", "H", "H", "H", "H", "H", "H", "H", "H", "H", "H", "H", "C", "O", "C", "C", "N", "C", "C", "O", "C", "H", "H", "H", "H", "H", "H", "H", "H", "H", "H", "H", "H", "H", "H", "H", "C", "O", "C", "C", "N", "C", "C", "O", "C", "H", "H", "H", "H", "H", "H", "H", "H", "H", "H", "H", "H", "H", "H", "H", "C", "O", "C", "C", "N", "C", "C", "O", "C", "H", "H", "H", "H", "H", "H", "H", "H", "H", "H", "H", "H", "H", "H", "H", "C", "O", "C", "C", "N", "C", "C", "O", "C", "H", "H", "H", "H", "H", "H", "H", "H", "H", "H", "H", "H", "H", "H", "H", "C", "O", "C", "C", "N", "C", "C", "O", "C", "H", "H", "H", "H", "H", "H", "H", "H", "H", "H", "H", "H", "H", "H", "H"],
  "xyz": [[4.79928, 3.44023, -0.24822], [4.12531, 3.62796, 0.99007], [4.80937, 4.06374, 2.11099], [5.78357, 3.01675, 2.78209], [5.25415, 1.69914, 2.77178], [4.59720, 1.38518, 4.01602], [3.57369, 0.22084, 3.95629], [2.87800, 0.00821, 5.16472], [2.17595, -1.22706, 5.24626], [5.28442, 4.30685, -0.69735], [4.18178, 3.11783, -1.08658], [5.66451, 2.78471, -0.14932], [4.04923, 4.47692, 2.77399], [5.43046, 4.89609, 1.78002], [6.07041, 3.32489, 3.78751], [6.70104, 3.09746, 2.19914], [4.54367, 1.77959, 2.05845], [4.10031, 2.19757, 4.54631], [5.19599, 0.96608, 4.82466], [3.95849, -0.74943, 3.64224], [2.78204, 0.45809, 3.24559], [1.55824, -1.30458, 6.14098], [2.97603, -1.95866, 5.35908], [1.73291, -1.55791, 4.30692], [-0.32447, 8.17060, -1.39534], [-1.61323, 8.47957, -0.92723], [-2.40913, 9.15804, -1.92662], [-3.94433, 9.34606, -1.79232], [-4.72428, 8.15615, -2.14320], [-4.44334, 7.46850, -3.43307], [-4.91491, 8.24810, -4.68228], [-3.86558, 9.19538, -4.94076], [-4.16801, 9.89639, -6.17715], [0.10028, 9.11315, -1.74070], [-0.25121, 7.56074, -2.29578], [0.25429, 7.66127, -0.62480], [-2.38549, 8.72053, -2.92468], [-2.03360, 10.18118, -1.94307], [-4.30350, 10.17052, -2.40823], [-4.22273, 9.77029, -0.82763], [-4.75987, 7.61673, -1.29006], [-4.96111, 6.50972, -3.40562], [-3.40555, 7.22084, -3.65613], [-5.81354, 8.82162, -4.45503], [-5.20108, 7.66506, -5.55765], [-4.54718, 9.39652, -7.06848], [-3.35930, 10.57312, -6.45307], [-5.11134, 10.42098, -6.02534], [2.35820, -3.01519, 14.90012], [1.33687, -2.99232, 13.89257], [0.12619, -2.32244, 14.17077], [-0.95508, -2.65462, 13.16755], [-0.68566, -1.88811, 11.91252], [-1.67860, -2.04548, 10.81319], [-1.90944, -3.54252, 10.57418], [-0.75062, -4.16504, 10.07962], [-1.03069, -5.45999, 9.53658], [2.12876, -3.44220, 15.87639], [2.61099, -2.01251, 15.24484], [3.18618, -3.64370, 14.57219], [0.45400, -1.36235, 14.56935], [-0.16693, -2.76013, 15.12503], [-1.92346, -2.66471, 13.66777], [-0.96329, -3.73936, 13.06083], [0.14070, -2.33201, 11.53810], [-1.42986, -1.58575, 9.85670], [-2.58572, -1.61220, 11.23451], [-2.69531, -3.58717, 9.82018], [-2.22955, -4.23469, 11.35297], [-1.44705, -5.21101, 8.56049], [-1.50747, -6.11740, 10.26362], [-0.08071, -5.98302, 9.42662], [-5.41688, 0.61962, 1.92483], [-6.26959, 1.69925, 2.28806], [-6.83948, 2.36127, 1.12085], [-8.06001, 1.72215, 0.51490], [-7.91921, 0.74859, -0.55390], [-7.94849, 1.32197, -1.86232], [-6.66105, 1.62558, -2.56809], [-6.87740, 2.10455, -3.87971], [-6.96116, 1.10712, -4.88256], [-5.06378, 0.14992, 2.84287], [-4.61595, 1.09352, 1.35734], [-6.04230, -0.10768, 1.40717], [-6.10642, 2.62423, 0.35824], [-7.11637, 3.33364, 1.52818], [-8.70522, 2.55066, 0.22271], [-8.54797, 1.12465, 1.28496], [-8.51641, -0.03831, -0.34358], [-8.62793, 2.17252, -1.91741], [-8.39291, 0.53545, -2.47221], [-6.01061, 0.75283, -2.51042], [-6.07249, 2.32083, -1.96949], [-7.50359, 1.72178, -5.60093], [-7.62682, 0.25783, -4.72855], [-5.97387, 0.83076, -5.25265], [-2.62090, 4.16694, -12.94869], [-3.24195, 4.83821, -11.86580], [-2.62154, 4.92996, -10.64099], [-1.66375, 6.12309, -10.77124], [-0.74175, 6.33405, -9.64851], [-1.31170, 6.77364, -8.38572], [-0.34223, 6.38286, -7.35438], [-0.45826, 4.92891, -7.27165], [0.63919, 4.27375, -6.66709], [-3.07797, 3.18211, -13.04502], [-1.54016, 4.17944, -12.80746], [-2.90346, 4.71691, -13.84635], [-2.13119, 3.98069, -10.42519], [-3.32380, 5.22833, -9.86259], [-2.14909, 7.07005, -11.00751], [-1.01996, 5.96232, -11.63598], [-0.41449, 5.41207, -9.39760], [-2.37243, 6.58167, -8.22421], [-1.35662, 7.86222, -8.41852], [-0.64430, 6.84716, -6.41562], [0.68133, 6.69292, -7.56485], [1.12119, 4.52912, -5.72339], [1.26903, 3.92163, -7.48404], [0.20783, 3.31791, -6.36978], [-1.59215, 2.94572, -0.84188], [-2.17410, 1.70525, -1.24263], [-1.44308, 0.52059, -1.52788], [-2.27762, -0.72234, -1.20102], [-1.41938, -1.84582, -1.00865], [-0.99130, -2.11713, 0.33788], [-2.06971, -2.91528, 1.14796], [-2.15218, -2.34830, 2.38575], [-2.94876, -3.04050, 3.34546], [-1.96838, 3.78994, -1.41968], [-0.50297, 2.96336, -0.88024], [-1.88133, 3.17989, 0.18265], [-0.52883, 0.46240, -0.93723], [-1.04750, 0.61412, -2.53925], [-2.92274, -0.94449, -2.05106], [-2.93839, -0.53843, -0.35387], [-0.60865, -1.66401, -1.58290], [-0.72595, -1.22127, 0.89925], [-0.02690, -2.62373, 0.37513], [-1.72965, -3.94955, 1.20023], [-3.06919, -2.85756, 0.71689], [-3.09832, -2.45249, 4.25098], [-2.51468, -3.93885, 3.78438], [-3.95329, -3.26838, 2.98897], [8.56043, -6.22198, -5.87427], [7.80425, -6.83785, -4.82243], [6.57338, -6.14723, -4.29503], [7.03923, -5.18020, -3.23631], [5.98024, -4.31907, -2.71390], [5.44223, -3.12951, -3.58108], [4.09103, -2.65827, -3.02044], [3.12249, -3.71439, -2.96726], [2.53371, -4.04186, -4.27424], [7.87627, -6.27580, -6.72110], [9.38885, -6.83083, -6.23641], [8.90471, -5.20659, -5.67793], [5.84725, -6.88525, -3.95418], [6.12050, -5.55060, -5.08688], [7.82775, -4.55399, -3.65367], [7.56893, -5.69117, -2.43230], [5.24223, -4.84415, -2.26698], [5.42875, -3.37667, -4.64260], [6.16638, -2.31719, -3.51912], [3.71712, -1.78389, -3.55312], [4.16082, -2.22163, -2.02416], [2.15737, -5.06461, -4.29599], [3.32820, -4.04166, -5.02048], [1.77395, -3.30198, -4.52611], [1.75550, -9.10133, -0.07963], [2.66159, -8.42981, 0.74428], [1.95147, -7.71011, 1.79329], [3.01218, -6.96032, 2.69127], [3.82675, -8.00081, 3.24878], [5.06559, -7.46872, 3.73971], [6.31940, -8.30503, 3.42279], [6.44373, -9.52379, 4.16464], [5.55884, -10.58315, 3.75541], [0.95472, -9.65947, 0.40547], [2.46090, -9.82037, -0.49616], [1.31077, -8.53668, -0.89907], [1.26278, -8.33976, 2.35664], [1.31561, -6.97443, 1.30080], [2.48000, -6.42008, 3.47422], [3.50133, -6.28364, 1.99060], [3.87521, -8.71537, 2.53664], [5.07298, -7.24667, 4.80682], [5.30958, -6.50804, 3.28622], [7.17552, -7.67533, 3.66493], [6.49698, -8.52762, 2.37064], [5.71003, -11.58710, 4.15205], [5.65520, -10.78504, 2.68861], [4.52461, -10.45998, 4.07681]],
  "e_above_lowest_kcal_mol": 220.8,
  "smiles": "COCCNCCOC.COCCNCCOC.COCCNCCOC.COCCNCCOC.COCCNCCOC.COCCNCCOC.COCCNCCOC.COCCNCCOC",
  "spin_multiplicity": 1,
  "lumo_energy_ev": 0.05,
  "homo_energy_ev": -8.6
}

=====

# 2
{
  "formula": "C3H8NS2",
  "method": "ωB97M-V/def2-TZVPD",
  "symbols": ["N", "C", "S", "C", "C", "S", "H", "H", "H", "H", "H", "H", "H", "H"],
  "xyz": [[0.24104, -0.24855, -1.31892], [0.58004, 0.14544, 0.05438], [2.18275, 0.90270, 0.03849], [-0.11346, -0.54025, 1.18405], [-0.63240, 0.79240, 0.85691], [-2.11873, 0.89502, -0.06793], [-0.74955, -0.21410, -1.54769], [0.54328, -1.23806, -1.53388], [0.57213, 0.40074, -2.09000], [3.00764, -0.22603, -0.42670], [0.45186, -0.55837, 2.11121], [-0.94622, -1.21624, 1.32334], [-0.60672, 1.60809, 1.50932], [-2.41166, -0.50279, -0.09259]],
  "e_above_lowest_kcal_mol": 42.1,
  "smiles": "[NH3+][C@]1(S)C[C@@H]1S",
  "spin_multiplicity": 1,
  "total_charge": 1,
  "lumo_energy_ev": -3.63,
  "homo_energy_ev": -13.8
}

=====

# 3
{
  "formula": "C2H7IN",
  "method": "ωB97M-V/def2-TZVPD",
  "symbols": ["C", "C", "N", "I", "H", "H", "H", "H", "H", "H", "H"],
  "xyz": [[-1.87372, -0.44289, 0.56229], [-1.04710, 0.60866, -0.05859], [0.21574, 0.62071, -0.23012], [3.71568, -0.34018, -0.76018], [-1.70183, -1.33356, -0.12741], [-1.44224, -0.84929, 1.49427], [-2.86828, -0.13906, 0.56577], [-1.49714, 1.49734, -0.46381], [0.60516, 1.39225, -0.63648], [0.77179, -0.07328, 0.21778], [5.12193, -0.94070, -0.56351]],
  "e_above_lowest_kcal_mol": 5.9,
  "spin_multiplicity": 1,
  "total_charge": 1,
  "lumo_energy_ev": -5.21,
  "homo_energy_ev": -13.4
}

=====

# 4
{
  "formula": "C12H34NO6P2S2",
  "method": "ωB97M-V/def2-TZVPD",
  "symbols": ["C", "C", "C", "C", "N", "P", "P", "C", "C", "H", "H", "H", "H", "H", "H", "H", "H", "H", "H", "H", "H", "H", "H", "H", "H", "H", "H", "O", "S", "O", "O", "C", "C", "C", "H", "H", "H", "H", "H", "H", "H", "H", "O", "S", "O", "O", "C", "C", "C", "H", "H", "H", "H", "H", "H", "H", "H"],
  "xyz": [[-1.33800, 1.65669, 1.73066], [-1.26126, 0.17462, 2.10149], [0.18451, -0.31228, 2.23111], [0.34129, -1.80964, 1.99769], [1.73641, -2.19154, 1.66235], [2.19579, -2.36376, 0.09390], [1.24733, -1.02813, -1.34254], [1.08215, -2.22800, -2.74433], [2.73188, -0.01306, -1.79300], [-2.27452, 2.09240, 2.07499], [-0.52662, 2.22495, 2.19284], [-1.26603, 1.79812, 0.65013], [-1.80049, 0.02348, 3.03783], [-1.77159, -0.42706, 1.34368], [0.81598, 0.22594, 1.51425], [0.56745, -0.07101, 3.22845], [0.04839, -2.39588, 2.86842], [-0.30253, -2.13430, 1.17477], [2.42123, -1.71680, 2.23967], [1.93860, -3.68432, -0.31177], [3.59309, -2.27915, 0.14443], [0.02639, -2.46318, -2.86336], [1.44499, -1.70954, -3.63082], [1.65270, -3.15143, -2.64702], [3.64187, -0.28985, -1.26197], [2.50555, 1.02904, -1.57855], [2.90931, -0.13278, -2.86362], [1.61076, 0.86137, -6.17243], [2.44739, -0.29973, -6.18502], [3.02752, -0.70669, -4.92799], [3.56569, -0.15377, -7.27314], [4.27352, 1.12673, -7.37582], [5.32848, 1.27388, -6.30834], [1.60227, -1.67268, -6.88300], [3.52881, 1.92069, -7.34371], [4.70177, 1.08801, -8.37368], [4.88663, 1.37200, -5.31788], [5.91172, 2.17134, -6.51732], [6.00055, 0.41644, -6.30933], [1.19024, -1.37157, -7.84240], [0.80331, -1.93685, -6.19315], [2.30491, -2.49424, -6.99451], [-3.54700, 1.53046, 4.39807], [-3.75469, 0.91296, 5.67931], [-4.14370, -0.46415, 5.70562], [-4.74602, 1.79367, 6.52931], [-6.01475, 2.18036, 5.91275], [-7.02676, 1.06115, 5.94890], [-2.33103, 1.13685, 6.68740], [-5.80359, 2.52157, 4.89956], [-6.32812, 3.03343, 6.50910], [-6.73467, 0.23435, 5.30418], [-7.98779, 1.44813, 5.60767], [-7.14601, 0.68436, 6.96415], [-2.06339, 2.18966, 6.68821], [-1.54129, 0.53420, 6.24384], [-2.55862, 0.78456, 7.69000]],
  "spin_multiplicity": 1,
  "total_charge": 1,
  "lumo_energy_ev": -2.90,
  "homo_energy_ev": -12.5
}

=====

# 5
{
  "formula": "C4H9N",
  "method": "ωB97M-V/def2-TZVPD",
  "symbols": ["C", "C", "C", "C", "N", "H", "H", "H", "H", "H", "H", "H", "H", "H"],
  "xyz": [[-0.71538, -1.37768, -0.23338], [-0.77249, -0.68255, 1.55972], [1.21904, 1.61757, -1.29760], [0.50498, 0.55923, -0.53145], [-0.19799, -0.36480, -1.03008], [-0.07951, -2.26146, -0.18023], [-1.74580, -1.62804, -0.48364], [0.33172, 0.44906, 0.69540], [-1.77757, -0.25710, 1.56820], [-0.16239, -0.10242, 2.25912], [-0.82085, -1.63330, 2.09518], [1.12193, 1.47728, -2.37629], [0.81657, 2.59497, -1.01930], [2.27773, 1.60924, -1.02564]],
  "e_above_lowest_kcal_mol": 62.2,
  "spin_multiplicity": 1,
  "lumo_energy_ev": 1.10,
  "homo_energy_ev": -9.0
}

=====

# 6
{
  "formula": "C4H6O2",
  "method": "ωB97M-V/def2-TZVPD",
  "symbols": ["O", "C", "C", "C", "O", "C", "H", "H", "H", "H", "H", "H"],
  "xyz": [[0.09538, -1.20033, -1.32123], [0.03831, -0.23565, -0.27019], [-0.93686, -0.34728, 0.79385], [-0.23376, 1.17607, -0.83379], [0.36111, 2.11221, -0.35330], [1.22261, -0.01931, 0.55329], [-0.28506, -2.01400, -0.96272], [-1.97631, -0.06778, 0.59636], [-0.72481, -0.73182, 1.77890], [-1.03676, 1.33431, -1.57251], [1.44131, -0.58428, 1.44697], [2.03484, 0.57785, 0.14437]],
  "e_above_lowest_kcal_mol": 113.9,
  "spin_multiplicity": 1,
  "lumo_energy_ev": [-0.01, -0.69],
  "homo_energy_ev": [-9.1, -8.8]
}

=====

Number 1: E -96383.1618 eV. Number 2: E -26392.4632 eV. Number 3: E -11770.6206 eV. Number 4: E -67011.5852 eV. Number 5: E -5781.1135 eV. Number 6: E -8335.5219 eV.